This record from OMol25 describes a cluster of 8 separate species, C52H102BBrCl2N2O19P in total at a distorted geometry. The level of theory is the ωB97M-V functional and the def2-TZVPD basis.

## Properties
* F_max: 0.2142 Eh/bohr
* total charge: +1
* frontier orbital gap: 7.897 eV

Geometry as XYZ:
```
180
Properties=species:S:1:pos:R:3:forces:R:3
C -0.261 -0.633 -0.130 1.3 0.8 0.3
C 0.434 0.620 0.327 -0.9 0.0 -0.3
C -0.528 1.706 0.719 1.1 -0.5 -0.2
C -0.203 3.072 0.270 0.7 -0.1 -0.4
C -0.175 3.346 -1.191 -0.6 0.9 0.4
C -1.485 3.133 -1.878 0.9 -1.3 -0.5
C -1.256 1.965 -2.784 -1.6 0.5 -0.2
C -2.413 1.308 -3.456 0.8 -0.7 0.5
C -2.039 -0.116 -3.728 0.5 1.1 -1.2
C -0.863 -0.154 -4.675 -0.6 -0.7 1.1
C 0.061 -1.337 -4.595 0.6 1.0 -0.5
C 1.519 -0.873 -4.726 -1.5 -2.0 0.0
C 2.231 -1.622 -5.802 0.3 0.5 1.8
C 3.738 -1.508 -5.867 1.0 -0.3 -0.6
C 4.182 -2.660 -6.775 0.5 1.1 0.9
C 4.168 -4.000 -6.209 6.5 5.3 2.0
O 3.367 -4.743 -6.412 -7.9 -7.3 -2.2
C 4.313 -1.493 -4.519 -1.5 -4.5 -0.7
Br 4.330 -2.933 -3.422 -0.5 -1.2 0.9
N 4.829 -0.466 -4.107 2.5 3.1 0.9
C 5.521 -0.312 -2.875 -1.3 0.3 0.7
B 4.592 -0.021 -1.630 1.6 -0.9 -1.6
O 3.309 -0.016 -1.732 -3.4 0.6 -1.5
O 5.144 0.210 -0.484 1.5 0.5 2.8
C 4.655 0.608 -5.020 -1.5 2.7 -0.7
N 3.447 1.294 -4.549 0.2 -0.2 0.5
P 5.979 1.973 -5.168 3.5 -1.9 0.1
C 5.896 2.918 -3.625 -1.5 -1.2 -1.1
O 5.399 2.984 -6.253 -1.2 0.5 -0.6
C 4.261 -0.150 -6.355 -2.0 1.8 -0.8
O 3.103 0.492 -6.815 -0.9 0.4 -0.1
C 5.163 -0.009 -7.567 1.8 -1.8 0.7
Cl 4.329 -0.510 -9.010 -0.3 -0.5 -1.1
C 6.644 -0.499 -7.442 -1.7 -1.0 -0.9
C 7.038 -1.101 -6.171 0.0 -0.6 0.0
Cl 7.122 -1.588 -8.737 0.3 -0.7 -0.7
H -0.160 -0.716 -1.162 -0.3 -0.2 -2.0
H -1.264 -0.641 0.144 -1.8 -0.2 0.4
H 0.236 -1.467 0.248 0.6 -1.7 0.8
H 1.099 0.387 1.100 1.1 -0.1 1.4
H 1.012 0.984 -0.472 1.1 0.6 -1.3
H -0.540 1.746 1.764 -0.5 -0.1 1.8
H -1.474 1.421 0.377 -1.7 -0.3 -0.4
H 0.723 3.389 0.683 1.0 0.3 0.6
H -0.951 3.682 0.666 -1.2 1.3 0.9
H 0.533 2.779 -1.714 1.5 -0.9 -0.6
H 0.101 4.361 -1.290 0.6 1.3 -0.2
H -1.749 3.939 -2.483 -0.8 1.6 -0.7
H -2.220 2.908 -1.160 -1.3 -0.1 0.8
H -0.577 2.254 -3.526 1.3 0.6 -1.0
H -0.804 1.208 -2.228 1.1 -1.3 1.1
H -2.679 1.753 -4.362 -0.6 1.1 -1.5
H -3.232 1.315 -2.805 -1.6 0.1 1.0
H -2.862 -0.616 -4.151 -0.9 -0.6 -0.5
H -1.828 -0.614 -2.829 0.5 0.1 0.7
H -1.237 -0.128 -5.645 -0.7 0.3 -2.0
H -0.307 0.726 -4.541 0.8 1.1 0.1
H -0.171 -1.927 -5.426 -0.3 -1.4 -1.3
H -0.102 -1.929 -3.744 -0.1 -0.8 1.4
H 1.431 0.111 -4.988 0.5 2.5 -0.3
H 1.939 -1.009 -3.767 0.9 0.2 1.1
H 1.976 -2.623 -5.674 -0.1 -2.1 0.3
H 1.838 -1.363 -6.719 -0.7 0.7 -2.1
H 3.503 -2.657 -7.554 -1.5 0.0 -1.6
H 5.125 -2.536 -7.221 1.4 0.4 -0.4
H 4.998 -4.277 -5.586 1.3 -0.2 0.5
H 6.191 0.479 -2.950 1.1 1.6 -0.4
H 6.119 -1.140 -2.699 1.1 -1.8 0.3
H 2.929 0.629 -1.135 -0.9 -0.1 0.8
H 6.060 -0.039 -0.488 0.8 0.2 0.5
H 3.356 1.212 -3.547 -0.2 -0.2 0.2
H 3.473 2.275 -4.750 -0.2 0.5 -0.3
H 4.997 2.722 -3.105 -1.1 0.0 0.8
H 6.695 2.662 -3.024 1.8 -0.4 1.3
H 5.928 3.935 -3.850 0.2 1.8 -0.4
H 4.867 3.674 -5.849 -0.4 0.5 -0.3
H 3.330 1.244 -7.362 0.0 0.3 -0.2
H 5.258 1.009 -7.723 0.2 2.2 0.0
H 7.258 0.315 -7.581 1.1 2.0 -0.4
H 6.547 -1.998 -5.932 -0.8 -1.2 0.3
H 6.980 -0.417 -5.399 -0.2 1.3 1.6
H 8.047 -1.336 -6.247 2.0 -0.5 -0.1
O 0.821 -5.801 -3.144 -0.8 0.8 0.8
C 0.983 -6.793 -3.786 0.7 -0.6 -0.3
O 0.033 -7.738 -3.836 -0.3 0.3 0.1
C 0.092 -8.853 -4.728 0.2 -0.3 -0.1
C 0.904 -9.995 -4.157 0.1 0.1 0.1
C 2.308 -6.955 -4.473 -0.1 -0.4 -0.6
H 0.450 -8.542 -5.709 0.1 0.1 0.0
H -0.940 -9.166 -4.859 -0.1 0.1 0.1
H 1.943 -9.709 -3.999 0.1 0.0 -0.1
H 0.881 -10.852 -4.828 0.0 0.0 0.0
H 0.502 -10.295 -3.191 -0.1 0.0 0.0
H 3.041 -7.349 -3.771 0.0 0.0 0.1
H 2.587 -5.960 -4.778 0.2 0.1 0.1
H 2.301 -7.570 -5.369 0.0 -0.2 0.1
O -3.435 2.424 2.385 0.2 0.5 -0.3
C -3.740 1.474 3.038 -0.1 -0.6 0.1
O -2.875 1.041 3.991 0.0 0.3 -0.1
C -3.224 0.037 4.938 -0.1 -0.3 0.1
C -3.004 -1.358 4.391 0.0 0.0 -0.1
C -5.010 0.698 2.793 -0.2 0.3 0.6
H -4.242 0.179 5.297 -0.1 0.0 0.0
H -2.566 0.206 5.788 0.1 0.1 0.0
H -3.640 -1.553 3.528 -0.1 0.0 0.0
H -3.220 -2.105 5.154 0.0 0.0 0.0
H -1.970 -1.474 4.065 0.0 0.0 0.1
H -4.844 -0.010 1.994 0.1 -0.2 -0.2
H -5.781 1.397 2.485 0.0 0.1 -0.2
H -5.390 0.178 3.669 0.0 -0.1 -0.1
O -2.288 -2.029 -1.944 -0.3 -0.7 1.2
C -2.507 -2.902 -2.730 -0.3 -1.0 0.1
O -3.324 -2.641 -3.766 -0.2 -0.2 0.0
C -3.509 -3.540 -4.855 -0.1 -0.3 -0.1
C -4.566 -4.582 -4.558 0.0 0.0 0.1
C -1.947 -4.290 -2.545 0.3 0.1 -0.4
H -2.560 -3.987 -5.152 0.0 0.0 0.1
H -3.833 -2.916 -5.685 0.0 0.1 0.0
H -4.279 -5.215 -3.719 0.1 -0.1 0.0
H -4.732 -5.217 -5.428 0.0 0.0 0.0
H -5.504 -4.099 -4.291 -0.1 0.1 -0.1
H -2.589 -4.863 -1.878 -0.1 0.0 0.0
H -0.966 -4.194 -2.095 0.0 0.0 0.2
H -1.813 -4.835 -3.474 -0.1 -0.1 0.0
O 3.144 3.884 1.645 0.1 -0.3 -0.5
C 3.024 4.280 2.771 0.3 0.2 0.5
O 2.054 5.164 3.036 -0.3 -0.1 -0.2
C 1.702 5.568 4.361 0.0 0.3 0.3
C 2.587 6.690 4.859 0.0 -0.1 -0.2
C 3.987 3.875 3.871 -0.4 -0.3 0.0
H 1.699 4.713 5.038 0.1 -0.1 0.0
H 0.672 5.907 4.289 -0.1 0.0 -0.1
H 3.625 6.386 4.928 0.1 0.0 0.1
H 2.265 7.025 5.844 0.0 0.0 0.0
H 2.545 7.534 4.173 -0.1 0.1 0.0
H 4.863 4.518 3.825 0.0 0.1 0.0
H 4.290 2.849 3.692 0.1 0.0 -0.2
H 3.565 3.918 4.871 0.0 0.2 0.0
O -7.816 -0.326 4.653 0.1 -0.3 -0.4
C -8.061 0.409 5.563 0.1 0.2 0.7
O -8.368 1.693 5.280 -0.1 0.0 -0.3
C -8.844 2.616 6.256 0.0 0.2 0.3
C -7.710 3.276 7.013 0.1 -0.1 0.0
C -7.952 -0.033 7.009 -0.6 0.2 -0.1
H -9.561 2.138 6.923 0.0 -0.1 0.0
H -9.394 3.365 5.693 0.0 0.0 -0.1
H -7.129 2.549 7.578 0.0 0.0 0.1
H -8.097 4.021 7.707 0.0 0.0 0.0
H -7.031 3.765 6.317 0.0 0.1 -0.1
H -6.916 0.049 7.328 0.1 0.0 0.0
H -8.251 -1.071 7.070 0.2 -0.2 -0.1
H -8.588 0.527 7.692 0.1 0.1 0.0
O -6.373 -2.806 7.814 0.4 0.4 0.2
C -6.935 -3.780 7.411 -0.4 -0.6 0.1
O -7.726 -3.656 6.329 0.1 0.2 -0.1
C -8.311 -4.760 5.646 -0.2 -0.3 -0.1
C -9.616 -5.194 6.279 0.1 0.0 0.2
C -6.850 -5.113 8.130 0.2 -0.1 -0.4
H -7.599 -5.582 5.562 0.0 0.0 0.1
H -8.494 -4.402 4.637 0.0 0.1 0.0
H -9.471 -5.546 7.300 0.0 -0.1 0.0
H -10.072 -5.997 5.702 0.0 0.0 0.0
H -10.308 -4.356 6.322 -0.1 0.0 -0.1
H -7.578 -5.124 8.937 -0.1 0.0 0.0
H -5.855 -5.205 8.552 0.0 0.1 0.2
H -7.010 -5.977 7.490 -0.2 0.0 0.0
O 5.445 7.098 6.281 0.1 -0.2 -0.4
C 5.301 7.493 7.400 0.3 0.2 0.6
O 4.316 8.375 7.648 -0.2 -0.1 -0.2
C 3.938 8.782 8.964 0.1 0.2 0.3
C 4.794 9.922 9.474 0.1 0.0 -0.1
C 6.246 7.093 8.518 -0.4 -0.2 0.1
H 3.935 7.931 9.644 0.1 0.0 0.0
H 2.907 9.111 8.873 -0.1 0.0 -0.1
H 5.840 9.630 9.563 0.0 0.0 0.1
H 4.445 10.253 10.451 0.0 0.0 0.0
H 4.751 10.761 8.783 -0.1 0.1 0.0
H 7.120 7.740 8.485 0.0 0.1 0.0
H 6.558 6.069 8.344 0.1 0.0 -0.2
H 5.806 7.132 9.511 0.0 0.2 0.0
```
Forces are in eV/Å.